Record 1
Molecular formula: C43H44F3N3O3P3Pd
Method: DFT, the ωB97M-V functional and the def2-TZVPD basis

The HOMO-LUMO gap is 5.98 eV. Its net charge is +1. As for the spin multiplicity: 1.

Geometry as XYZ:
```
100
Properties=species:S:1:pos:R:3:mulliken_charge:R:1
H -2.197 -2.076 1.216 0.846
H -0.441 3.493 -1.796 0.635
C 2.814 -0.849 -2.138 -1.216
F 0.764 -5.080 1.076 -0.275
O -5.092 -3.404 2.188 -0.607
C -2.182 7.818 1.048 -0.527
H 2.040 4.603 0.962 0.502
C -4.439 -3.338 -0.967 -0.437
C -5.528 -0.426 2.248 -0.485
C 3.234 3.257 -3.603 -0.697
C -2.951 2.532 -2.134 -0.107
H -0.722 5.994 -1.382 0.453
C 4.431 3.723 -3.082 -0.756
H 5.580 4.047 -1.307 0.466
H -2.478 8.834 1.260 0.408
C 2.137 4.132 3.038 -0.950
C -3.764 -3.164 0.236 -0.088
H 0.625 4.492 -0.791 1.378
C -2.440 6.805 1.957 -0.865
H -5.268 -4.027 -1.034 0.545
H -1.334 8.286 -0.861 0.406
N -2.327 -1.543 -0.768 1.244
C 4.647 3.693 -1.716 -0.953
N -1.083 3.870 0.182 1.338
H -2.611 -1.155 -2.764 0.482
H 3.861 -1.093 -2.313 0.505
F 0.989 -5.074 -1.065 -0.252
H -0.607 0.061 -2.289 0.253
H 2.179 -1.549 -2.684 0.279
H 3.068 3.279 -4.668 0.489
C 0.249 -4.601 -0.059 0.624
H -3.652 3.660 -3.806 0.514
H 3.554 -0.264 1.604 0.375
H -4.506 -2.705 -3.026 0.497
H 2.600 0.167 -2.470 0.145
C -1.440 5.174 0.480 0.865
C 1.946 3.167 4.011 -0.851
H 3.842 3.228 0.206 0.499
H -6.665 0.032 0.498 0.465
C -4.614 0.561 0.249 -0.752
C -0.048 3.627 -0.777 -2.579
H -2.928 7.036 2.892 0.404
H -2.190 2.512 -5.432 0.446
H -4.144 -0.811 3.835 0.439
H -3.571 3.067 -1.428 0.470
H -4.751 0.932 -0.757 0.427
H 1.315 2.407 -3.154 0.252
H 2.796 -3.062 0.965 0.335
P 2.407 -1.032 -0.359 1.718
H 2.155 3.397 5.045 0.444
P 1.050 2.159 -0.385 -0.690
Pd 0.066 -0.299 -0.147 -0.283
C 3.104 -2.695 -0.014 -1.428
H -1.306 2.610 1.860 0.676
F -0.981 -5.146 -0.178 -0.290
O 0.223 -2.508 -1.188 -0.580
H -0.701 0.693 -4.685 0.568
C -3.360 0.573 0.844 1.357
C -1.748 2.794 0.863 -2.555
C -1.178 6.209 -0.428 -0.429
C 2.254 2.776 -2.757 -0.813
C -1.328 1.209 -3.971 -0.729
C -2.956 -1.733 -1.920 -0.600
H -6.368 -0.842 2.780 0.396
C 1.226 1.608 2.333 -0.249
C -4.195 -3.849 1.508 -0.547
H -2.198 0.072 2.576 0.405
P -1.815 1.104 0.046 1.485
H 2.484 5.117 3.310 0.498
H 1.330 1.162 4.424 0.549
C -3.194 0.082 2.140 -0.510
C 3.667 3.222 -0.860 -0.642
H 0.850 0.612 2.054 0.259
H 4.660 -0.248 0.214 0.579
C 0.182 -3.034 -0.067 0.420
H -2.265 4.743 2.430 0.444
C 1.485 1.907 3.660 -0.910
C -4.276 -0.410 2.842 -0.811
H 3.452 1.038 0.408 0.160
C -2.722 -2.247 0.285 -0.113
H -2.796 3.082 1.025 1.327
C 2.457 2.774 -1.376 1.666
C -1.541 7.509 -0.141 -0.897
H 4.190 -2.607 -0.035 0.580
C 3.648 -0.021 0.546 -1.109
O 0.104 -2.483 1.032 -0.639
H 5.203 4.092 -3.740 0.403
H -2.761 -5.308 1.220 0.160
C -2.173 2.226 -4.391 -0.834
H -3.715 -5.446 2.660 0.279
C -1.279 0.862 -2.632 -0.352
N -3.494 -4.954 1.809 -0.195
C -5.692 0.058 0.961 -0.866
C -2.092 1.524 -1.705 0.477
C -2.988 2.876 -3.476 -0.949
C -4.019 -2.609 -2.067 -1.265
C 1.883 3.841 1.710 -0.555
C -2.072 5.500 1.687 -0.341
C 1.436 2.571 1.349 1.382
H 2.791 -3.399 -0.782 0.359
```

=====

Record 2
Molecular formula: C27H77F6N3O13P
Method: DFT, the ωB97M-V functional and the def2-TZVPD basis

The value obtained for the energy above the lowest of the compared OMol25 structures with the same formula, charge and spin is 0.00 kcal per mole. The HOMO-LUMO gap is 8.59 eV. Its net charge is -1. As for the spin multiplicity: 1.

Geometry as XYZ:
```
127
Properties=species:S:1:pos:R:3:mulliken_charge:R:1
H 11.896 18.588 -5.669 -0.204
O 18.422 17.104 -5.504 -0.517
H 16.397 17.170 6.913 0.248
O 18.028 15.760 -1.209 -0.535
C 17.160 21.589 1.993 -0.622
H 17.149 19.364 0.555 0.217
H 14.615 22.293 -4.002 0.413
O 10.185 20.643 1.499 -0.191
H 10.644 22.402 2.485 0.391
C 17.431 16.780 -1.995 -0.399
H 10.148 20.244 -1.547 -0.591
H 16.974 16.421 -2.919 0.313
C 10.322 21.263 -4.657 0.555
H 7.774 18.694 -9.708 0.469
H 6.908 20.564 -7.810 0.313
H 11.366 20.873 3.138 0.186
H 15.769 15.567 6.483 0.289
H 11.851 15.755 -6.454 0.342
C 9.796 21.271 0.312 -0.934
N 10.464 17.257 -8.169 -0.152
H 17.510 17.108 1.319 0.342
H 16.307 22.074 1.499 0.189
H 9.366 16.903 -9.927 0.484
H 8.112 20.694 -6.529 0.080
C 8.373 18.390 -8.835 -0.470
C 10.795 15.468 -6.506 -0.595
C 10.139 17.994 -0.656 -0.880
H 18.193 17.510 -2.301 0.368
H 15.023 13.604 0.063 0.311
O 9.031 21.877 -4.473 -0.582
C 9.356 20.290 -0.786 0.420
H 17.435 20.320 -5.535 0.125
H 18.152 18.568 -6.962 0.306
H 15.829 24.279 -2.112 0.211
H 12.048 16.560 2.649 0.356
N 16.980 17.318 2.163 -0.454
F 13.747 18.107 -1.474 -0.421
H 15.758 24.399 -5.386 0.302
H 15.578 21.870 -1.733 0.225
H 10.234 18.405 -9.950 0.367
H 15.517 20.046 0.773 0.283
H 19.467 18.768 -5.850 0.326
F 14.705 18.226 -3.513 -0.338
C 11.080 21.426 2.244 -0.747
C 9.668 17.744 -9.291 -1.049
H 15.448 15.088 4.232 0.501
H 18.041 21.669 1.340 0.271
C 15.388 23.371 -5.419 -0.647
H 16.818 24.174 -0.689 0.271
O 16.382 22.369 -1.552 -0.447
O 10.047 16.053 -5.453 -0.386
H 12.539 13.563 -0.592 0.328
H 11.985 17.224 0.133 0.283
C 16.341 19.541 1.288 -0.688
H 10.630 15.231 -8.585 0.414
H 15.188 18.304 2.570 0.414
C 15.692 16.131 3.940 -0.287
H 10.248 17.806 -7.338 0.099
P 14.187 19.315 -2.450 1.537
H 8.459 20.694 -1.259 0.486
H 15.352 14.258 -1.569 0.277
H 11.831 18.963 0.183 0.032
H 9.119 15.593 -7.723 0.326
H 13.356 18.457 -6.701 0.310
H 14.552 16.157 -0.892 -0.102
F 15.650 19.401 -1.791 -0.422
H 12.809 18.097 2.234 0.038
F 13.624 20.397 -1.371 -0.310
H 12.023 21.572 1.694 0.230
H 7.785 17.687 -8.230 0.303
O 11.922 19.801 -7.334 -0.653
O 10.823 17.926 1.689 -0.512
C 16.499 16.039 2.658 -0.116
H 15.108 23.678 -0.555 0.296
H 17.351 15.391 2.903 0.477
C 12.603 19.145 -6.287 0.070
C 14.625 14.204 -0.754 -0.324
H 17.591 19.303 -4.006 0.048
C 17.452 19.326 -5.080 -0.003
H 10.482 20.607 -3.789 -0.150
F 12.703 19.331 -3.096 -0.506
N 9.056 18.912 -0.388 -0.409
H 7.220 19.200 -6.702 0.324
O 16.881 20.279 2.361 -0.419
H 15.270 17.720 0.924 -0.038
C 10.182 15.872 -7.819 -0.646
C 18.414 18.487 -5.898 -0.637
H 12.958 14.241 -2.132 -0.012
H 15.942 15.439 1.921 -0.219
H 10.041 16.239 -3.424 0.176
H 9.005 22.201 -3.570 0.315
H 10.712 14.375 -6.419 0.423
H 11.619 18.073 3.546 0.431
H 8.929 21.916 0.567 0.382
H 9.778 16.960 -0.540 0.535
O 14.455 23.167 -4.377 -0.497
H 8.189 18.600 -0.791 0.328
H 14.758 17.036 6.169 0.277
H 16.743 17.355 -1.382 -0.074
C 11.871 17.640 2.579 -0.661
C 15.873 18.173 1.725 0.046
H 11.476 19.115 -7.842 0.428
H 11.319 15.216 -4.047 0.290
H 18.570 15.212 -1.781 0.277
H 11.159 21.960 -4.619 0.192
C 13.348 13.618 -1.323 -0.893
C 7.692 20.014 -7.272 -0.649
H 10.528 21.977 -0.100 0.440
O 16.388 16.793 4.946 -0.321
H 14.926 23.231 -6.404 0.251
H 14.678 16.539 3.774 0.025
H 17.393 22.181 2.883 0.317
H 13.526 12.617 -1.728 0.398
C 11.274 18.027 0.371 0.430
H 17.567 16.713 -5.702 0.302
H 16.240 22.692 -5.335 0.178
H 10.268 20.602 -5.514 -0.254
O 8.712 19.531 -8.092 -0.236
F 14.641 20.532 -3.446 -0.090
O 14.383 15.505 -0.202 -0.109
H 10.556 18.071 -1.667 -0.092
C 15.984 23.689 -1.202 -0.737
C 15.772 16.627 6.207 -0.743
H 11.483 16.962 -4.225 0.055
H 16.452 18.948 -5.320 0.050
H 13.181 19.788 -5.627 0.004
C 10.760 16.146 -4.234 -0.347
```

=====

| no. | energy (eV) |
| --- | --- |
| 1 | -95413.4281 |
| 2 | -85931.6295 |